This record from the Open Molecules 2025 dataset describes a structure of composition C12H14BN6O4ReS2. The level of theory is ωB97M-V/def2-TZVPD.

Values from the calculation:
Total charge: +1
Multiplicity: 4
Strongest force on any atom (eV/Å): 2.608
HOMO level (spin up / spin down) (eV): -12.7 / -12.7
Total energy (eV): -54273.4312
<S²>: 3.770
Gap between HOMO and LUMO (spin up / spin down) (Eh): 0.3054 / 0.2586

Geometry as XYZ:
```
40
Properties=species:S:1:pos:R:3:forces:R:3:nbo_charge:R:1
Re 0.339 0.687 1.033 0.726 0.819 -2.304 1.55
B 1.571 2.801 -1.715 0.270 0.447 -0.427 0.14
N 0.120 2.859 -1.169 -0.237 0.024 0.088 -0.25
C -0.781 3.755 -1.559 -0.054 0.039 0.054 0.06
C -2.001 3.498 -0.938 0.031 -0.129 0.059 -0.29
C -1.762 2.390 -0.157 -0.180 0.190 -0.108 -0.02
N -0.473 2.006 -0.310 -0.155 -0.355 0.296 -0.38
N 2.353 1.585 -1.148 0.122 -0.195 0.074 -0.24
C 3.576 1.244 -1.544 0.070 -0.011 0.068 0.06
C 3.970 0.072 -0.903 -0.134 -0.057 0.066 -0.30
C 2.896 -0.263 -0.109 0.267 -0.044 -0.092 -0.02
N 1.921 0.660 -0.270 -0.408 -0.267 0.415 -0.36
H 2.146 3.814 -1.430 -0.005 -0.001 0.180 -0.01
H 1.515 2.679 -2.908 -0.055 -0.100 -0.047 -0.02
H -0.513 4.533 -2.255 0.059 -0.056 -0.035 0.25
H -2.924 4.040 -1.045 0.014 0.011 -0.005 0.26
H -2.432 1.861 0.505 0.059 -0.034 0.007 0.24
H 4.109 1.853 -2.255 -0.079 0.021 -0.039 0.25
H 4.898 -0.459 -1.008 0.006 0.022 -0.007 0.26
H 2.776 -1.096 0.569 -0.057 0.030 0.002 0.24
O -0.750 1.347 4.446 -0.028 -0.218 -0.097 -0.88
S 0.420 0.851 3.809 0.596 1.346 2.153 2.23
O 1.507 0.327 4.556 -0.138 -0.188 -0.132 -0.87
O -0.001 -0.178 2.714 -0.481 -0.975 -0.589 -0.93
S 1.129 2.302 2.486 -0.188 -0.329 -0.079 -0.21
N -2.115 -4.222 2.317 -0.064 -0.143 0.033 -0.80
C -2.231 -4.281 0.972 0.000 -0.013 0.005 0.65
O -2.749 -5.209 0.391 0.029 0.050 0.002 -0.57
C -1.683 -3.125 0.161 0.050 0.100 -0.039 -0.16
C -1.853 -3.183 -1.218 0.024 0.049 0.063 -0.06
C -1.366 -2.149 -2.001 -0.032 -0.088 0.006 -0.23
C -0.735 -1.086 -1.393 0.145 0.264 -0.127 0.08
N -0.568 -1.014 -0.063 -0.133 -0.236 0.694 -0.56
C -1.033 -2.030 0.694 -0.128 -0.241 -0.181 0.08
H -2.500 -4.996 2.835 0.015 0.015 0.007 0.43
H -1.729 -3.460 2.838 0.019 0.074 -0.046 0.40
H -2.363 -4.041 -1.635 0.010 0.010 -0.027 0.27
H -1.476 -2.164 -3.076 0.015 0.037 -0.004 0.25
H -0.344 -0.261 -1.975 0.000 0.026 0.043 0.23
H -0.865 -1.949 1.756 0.031 0.108 0.068 0.22
```
Forces are in eV/Å.


This record from the Open Molecules 2025 dataset describes a structure of composition C12H14CeClN2S4. The level of theory is ωB97M-V/def2-TZVPD.

Values from the calculation:
Multiplicity: 2
Strongest force on any atom (eV/Å): 1.127
HOMO level (spin up / spin down) (eV): -7.4 / -7.4
Total energy (eV): -84445.0079
<S²>: 0.752
Gap between HOMO and LUMO (spin up / spin down) (Eh): 0.2501 / 0.2499

Geometry as XYZ:
```
34
Properties=species:S:1:pos:R:3:forces:R:3:nbo_charge:R:1
Ce 0.894 -1.233 -0.893 0.162 0.749 0.827 1.41
S -0.875 3.104 -1.724 -0.010 -0.066 0.029 -0.11
C -0.094 1.658 -1.587 0.029 -0.062 -0.254 -0.49
S -0.370 0.378 -2.783 -0.037 0.019 0.018 -0.31
S 1.067 1.384 -0.297 -0.106 -0.121 -0.071 -0.21
S -1.445 -1.572 0.748 0.021 -0.158 -0.227 -0.28
C -2.593 -0.552 -0.057 -0.014 0.063 0.012 0.40
N -3.413 -1.055 -0.976 -0.075 -0.050 0.120 -0.57
C -4.456 -0.282 -1.652 0.048 -0.027 0.027 -0.22
C -4.053 1.180 -1.681 0.042 -0.023 -0.029 -0.44
C -3.702 1.637 -0.278 0.078 -0.073 -0.013 -0.22
N -2.712 0.717 0.288 0.036 0.116 0.086 -0.55
H -3.320 -2.041 -1.147 -0.005 -0.011 -0.038 0.42
H -5.404 -0.415 -1.124 -0.027 -0.013 0.001 0.19
H -4.572 -0.679 -2.659 0.035 -0.003 -0.020 0.22
H -4.868 1.784 -2.078 0.002 -0.004 0.001 0.23
H -3.178 1.314 -2.319 -0.002 0.020 -0.026 0.26
H -4.581 1.665 0.371 -0.014 -0.023 0.003 0.19
H -3.250 2.623 -0.305 0.025 0.058 0.021 0.25
H -2.010 1.073 0.920 0.029 0.009 -0.048 0.44
Cl 5.760 2.012 2.453 -0.025 -0.032 -0.005 -0.01
C 4.769 0.692 1.904 0.034 0.059 0.035 -0.06
C 3.967 0.012 2.811 -0.044 0.000 0.021 -0.16
C 3.195 -1.050 2.382 -0.166 0.104 0.001 -0.22
C 3.199 -1.470 1.043 -0.061 -0.307 -0.189 -0.04
C 2.415 -2.633 0.543 0.099 -0.143 0.036 -1.00
C 3.976 -0.717 0.154 -0.036 -0.025 -0.065 -0.24
C 4.778 0.338 0.571 -0.131 0.072 -0.069 -0.21
H 3.962 0.313 3.851 0.003 -0.005 -0.016 0.22
H 2.583 -1.584 3.099 0.030 -0.027 0.004 0.22
H 1.884 -3.125 1.364 -0.028 -0.020 -0.007 0.22
H 3.077 -3.376 0.092 -0.002 0.017 -0.105 0.23
H 3.990 -0.994 -0.898 0.118 -0.066 -0.066 0.20
H 5.382 0.893 -0.134 -0.007 -0.026 0.005 0.23
```
Forces are in eV/Å.


This record from the Open Molecules 2025 dataset describes a cluster of 2 separate species, C12H14Cl2N2O2 in total. The level of theory is ωB97M-V/def2-TZVPD.

Values from the calculation:
Strongest force on any atom (eV/Å): 2.091
SMILES: O=C1C=C(Cl)C(=O)C=C1Cl.C1CN2CCN1CC2
HOMO level (eV): -8.0
Total energy (eV): -44789.2792
Gap between HOMO and LUMO (Eh): 0.2191

Geometry as XYZ:
```
32
Properties=species:S:1:pos:R:3:forces:R:3:nbo_charge:R:1
C 0.162 -0.159 1.549 -0.324 0.004 -0.766 -0.26
C -0.360 -0.922 2.773 -0.693 -0.520 0.020 -0.26
N -1.398 -1.900 2.337 0.091 -0.177 0.102 -0.42
C -2.525 -1.200 1.677 0.283 -0.221 0.593 -0.26
C -2.004 -0.437 0.453 0.558 0.295 -0.146 -0.26
N -0.541 -0.647 0.327 0.206 -0.027 -0.164 -0.43
C -0.276 -2.098 0.155 0.180 0.586 -0.243 -0.26
C -0.798 -2.860 1.377 -0.253 0.093 0.650 -0.26
H -0.016 0.918 1.643 -0.037 -0.116 -0.098 0.20
H 1.240 -0.297 1.416 -0.149 -0.052 -0.125 0.20
H 0.442 -1.462 3.288 -0.174 -0.053 -0.103 0.20
H -0.812 -0.244 3.506 -0.023 -0.136 -0.107 0.20
H -3.293 -1.933 1.402 0.202 -0.028 0.083 0.20
H -2.983 -0.521 2.405 0.117 -0.109 -0.044 0.20
H -2.496 -0.767 -0.469 0.201 -0.014 0.041 0.20
H -2.192 0.639 0.545 0.107 -0.114 -0.030 0.20
H -0.755 -2.443 -0.768 -0.008 0.181 0.084 0.20
H 0.802 -2.245 0.020 -0.124 0.144 0.021 0.20
H 0.007 -3.407 1.883 -0.115 0.149 0.023 0.20
H -1.552 -3.605 1.097 -0.011 0.179 0.109 0.20
Cl 4.645 1.489 -2.434 0.263 -0.268 -0.050 0.08
C 2.990 1.862 -2.313 0.351 2.037 0.314 -0.07
C 2.600 3.137 -2.104 1.281 -1.380 -0.271 -0.25
C 1.206 3.483 -1.998 -0.672 1.627 0.286 0.44
O 0.854 4.634 -1.811 0.160 -0.340 -0.054 -0.46
C 0.234 2.403 -2.122 -0.210 -2.013 -0.307 -0.07
Cl -1.420 2.775 -1.998 -0.297 0.259 0.070 0.08
C 0.625 1.128 -2.331 -1.316 1.344 0.242 -0.24
C 2.018 0.782 -2.440 0.497 -1.708 -0.267 0.45
O 2.371 -0.367 -2.636 -0.121 0.366 0.072 -0.46
H 3.330 3.923 -2.016 0.003 0.216 0.039 0.25
H -0.105 0.341 -2.414 0.027 -0.205 0.024 0.26
```
Forces are in eV/Å.


This record from the Open Molecules 2025 dataset describes a structure of composition C12H14Cl5F6IrO3SSb. The level of theory is ωB97M-V/def2-TZVPD.

Values from the calculation:
Total charge: +1
Strongest force on any atom (eV/Å): 1.334
HOMO level (eV): -11.6
Total energy (eV): -117937.3723
Gap between HOMO and LUMO (Eh): 0.2624

Geometry as XYZ:
```
43
Properties=species:S:1:pos:R:3:forces:R:3:nbo_charge:R:1
Ir -0.374 0.069 -0.210 0.218 -1.220 0.493 1.15
C 2.190 -0.453 1.694 0.055 0.066 0.052 -0.25
O 1.121 -1.062 0.941 -0.137 0.884 -0.294 -0.54
C 0.384 -2.117 1.602 -0.020 -0.129 -0.033 -0.10
C -0.747 -1.542 2.411 0.198 0.201 -0.002 -0.10
O -1.552 -0.789 1.487 -0.189 -0.364 -0.182 -0.56
C -2.302 0.296 2.075 0.039 0.124 -0.037 -0.12
C -1.342 1.447 2.262 -0.002 -0.088 0.014 -0.10
O -0.690 1.739 0.998 -0.122 -0.047 0.021 -0.53
C -1.233 2.933 0.342 0.039 0.111 -0.035 -0.27
H 2.827 -1.236 2.101 -0.020 -0.017 -0.030 0.21
H 2.751 0.157 0.991 -0.032 0.015 -0.001 0.23
H 1.798 0.173 2.497 -0.020 -0.016 -0.002 0.19
H -0.008 -2.742 0.799 0.040 -0.040 0.037 0.23
H 1.069 -2.708 2.210 0.021 0.052 0.016 0.23
H -1.350 -2.322 2.879 -0.016 -0.026 -0.077 0.23
H -0.359 -0.882 3.191 -0.045 -0.035 0.027 0.19
H -3.094 0.534 1.366 0.061 -0.016 0.073 0.27
H -2.748 -0.017 3.020 0.048 -0.051 0.011 0.22
H -1.840 2.344 2.624 -0.036 -0.007 -0.056 0.24
H -0.537 1.194 2.952 -0.015 0.038 0.051 0.20
H -1.117 3.758 1.041 0.017 -0.001 0.008 0.21
H -0.627 3.116 -0.538 0.019 -0.021 -0.030 0.22
H -2.275 2.772 0.078 0.184 0.075 0.072 0.24
F -2.113 0.247 -1.178 -0.103 0.663 -0.199 -0.65
Sb -4.004 0.985 -1.758 -0.013 -0.250 -0.124 3.18
F -4.571 -0.567 -0.881 -0.003 0.003 -0.007 -0.66
F -4.006 1.807 -0.049 -0.090 0.014 0.045 -0.69
F -5.671 1.625 -2.240 0.013 0.012 -0.010 -0.64
F -2.987 2.430 -2.364 0.011 0.075 0.003 -0.66
F -3.647 0.015 -3.303 -0.014 0.033 -0.025 -0.65
Cl 0.112 -1.659 -1.774 -0.193 0.129 0.358 0.23
C 1.808 -1.265 -2.018 0.110 -0.012 -0.070 0.01
C 2.155 0.076 -1.986 -0.120 0.004 -0.039 -0.25
C 3.482 0.401 -2.259 -0.003 -0.011 -0.012 -0.07
Cl 3.939 2.053 -2.267 0.001 -0.001 -0.001 0.09
C 4.420 -0.600 -2.519 -0.010 -0.005 -0.004 -0.06
Cl 6.043 -0.179 -2.841 0.003 0.000 0.007 0.11
C 4.042 -1.946 -2.501 0.010 0.008 -0.005 -0.09
Cl 5.195 -3.177 -2.780 -0.004 0.001 -0.002 0.11
C 2.712 -2.286 -2.250 -0.026 -0.017 -0.026 -0.11
Cl 2.202 -3.922 -2.225 -0.001 0.001 -0.010 0.09
S 0.945 1.301 -1.624 0.143 -0.137 0.023 0.03
```
Forces are in eV/Å.


This record from the Open Molecules 2025 dataset describes a structure of composition C12H14ClO3S. The level of theory is ωB97M-V/def2-TZVPD.

Values from the calculation:
Total charge: -1
Strongest force on any atom (eV/Å): 3.076
HOMO level (eV): -2.3
Total energy (eV): -42168.9871
Gap between HOMO and LUMO (Eh): 0.2030

Geometry as XYZ:
```
31
Properties=species:S:1:pos:R:3:forces:R:3:nbo_charge:R:1
C -4.872 1.129 1.567 0.160 0.551 0.498 -0.41
C -4.899 -0.402 1.515 -0.055 -0.800 -0.192 -0.41
C -3.443 -0.912 1.362 0.365 -0.009 0.502 -0.51
C -2.617 0.346 1.858 -2.428 0.019 -0.145 0.59
O -1.920 0.405 2.847 -0.994 -0.215 -0.131 -0.57
C -3.421 1.586 1.316 0.318 0.023 -0.005 -0.51
H -5.611 1.582 0.900 0.211 -0.001 -0.039 0.20
H -5.129 1.444 2.580 -0.161 0.037 -0.008 0.20
H -5.349 -0.800 2.431 0.101 0.051 -0.075 0.20
H -5.531 -0.765 0.699 0.123 0.057 0.002 0.20
H -3.220 -1.734 2.049 -0.036 0.103 -0.098 0.22
H -3.257 -1.308 0.338 0.231 0.817 0.641 0.23
H -3.296 1.881 0.256 0.379 -0.600 0.477 0.22
H -3.128 2.440 1.935 -0.127 -0.070 -0.160 0.22
Cl -0.569 0.194 0.782 -0.393 0.388 1.190 0.05
C 0.607 0.242 -0.359 2.074 -0.418 -2.233 -1.06
S 1.867 -0.800 0.048 -1.178 2.306 -0.818 2.18
C 3.234 -0.447 -1.042 -0.180 0.416 -0.528 -0.30
C 3.140 -0.893 -2.361 0.201 -0.157 0.080 -0.19
C 4.256 -0.786 -3.193 -0.073 0.004 0.174 -0.23
C 5.444 -0.227 -2.710 -0.972 0.332 0.640 -0.22
C 5.476 0.341 -1.427 -0.276 -0.205 -0.049 -0.23
C 4.360 0.245 -0.587 0.062 -0.270 -0.033 -0.19
O 2.387 -0.502 1.363 0.585 -0.743 0.960 -1.00
O 1.408 -2.124 -0.256 0.610 -2.049 0.377 -0.99
H 0.662 1.052 -1.037 0.439 0.627 -0.311 0.21
H 2.201 -1.360 -2.693 0.549 0.195 0.175 0.24
H 4.183 -1.156 -4.215 0.166 0.050 0.170 0.20
H 6.307 -0.181 -3.336 0.476 0.044 -0.355 0.20
H 6.368 0.853 -1.063 -0.146 -0.174 -0.161 0.20
H 4.362 0.658 0.431 -0.032 -0.310 -0.546 0.25
```
Forces are in eV/Å.


This record from the Open Molecules 2025 dataset describes an isolated molecule of C12H14F2O2. The level of theory is ωB97M-V/def2-TZVPD.

Values from the calculation:
Strongest force on any atom (eV/Å): 5.207
SMILES: C=C(CC(CO)CO)c1ccc(F)cc1F
HOMO level (eV): -8.8
Total energy (eV): -22199.4971
Gap between HOMO and LUMO (Eh): 0.3460

Geometry as XYZ:
```
30
Properties=species:S:1:pos:R:3:forces:R:3:nbo_charge:R:1
F 0.242 5.347 1.129 0.059 -0.500 0.170 -0.32
F -1.619 2.028 -1.587 -0.474 -0.299 -0.143 -0.30
O 0.964 -4.137 -0.140 0.110 -0.095 -0.200 -0.72
O -1.439 -0.998 1.848 -0.889 -1.926 -0.053 -0.73
C 0.549 -0.049 -2.265 -0.367 1.770 3.100 -0.37
C 0.481 0.097 -0.877 0.377 -0.199 -5.190 0.00
C 1.250 3.192 1.110 1.354 0.041 0.584 -0.30
C -0.805 3.614 -0.042 0.799 -1.265 -0.936 -0.35
C 1.311 1.904 0.591 -0.743 0.269 -0.540 -0.16
C 0.234 4.047 0.759 -0.512 -0.431 -0.266 0.41
C -0.740 2.331 -0.648 1.977 0.773 1.851 0.44
C 0.322 1.434 -0.301 -0.677 0.953 0.292 -0.17
C 0.002 -3.402 0.599 -0.526 -0.306 0.315 -0.06
C -1.663 -1.569 0.542 0.746 1.265 -0.363 -0.06
C 0.764 -1.114 -0.073 -0.266 0.618 0.727 -0.46
C -0.392 -2.106 -0.105 0.332 -0.388 0.998 -0.25
H 0.542 -4.421 -0.967 0.240 0.114 0.408 0.46
H -0.996 -0.163 1.787 0.286 0.700 -0.423 0.47
H 0.742 -1.005 -2.686 0.129 -0.673 -0.374 0.19
H 0.487 0.822 -2.925 -0.150 -0.442 0.206 0.20
H 2.075 3.547 1.736 -0.372 -0.019 -0.228 0.23
H -1.509 4.335 -0.352 -0.940 0.480 -0.324 0.24
H 2.205 1.291 0.747 -0.491 0.168 0.205 0.23
H -0.908 -4.025 0.732 0.342 0.265 0.043 0.16
H 0.397 -3.191 1.613 -0.001 -0.195 -0.648 0.19
H -2.101 -0.803 -0.077 -0.094 0.489 -0.477 0.17
H -2.388 -2.369 0.501 -0.326 -0.222 1.025 0.19
H 0.914 -0.705 0.933 0.223 -0.828 0.244 0.21
H 1.680 -1.566 -0.441 0.059 -0.226 0.225 0.24
H -0.600 -2.369 -1.142 -0.205 0.112 -0.227 0.20
```
Forces are in eV/Å.


Question: Which of these has the lowest total energy?
Answer: C12H14Cl5F6IrO3SSb